# 1
Here is a molecular structure, C40H70CoNO2PSb from the OMol25 dataset. Energies are from ωB97M-V/def2-TZVPD.

Summary:
2S+1 = 2
E_tot = -3735.60097 Eh
Total charge = +1
Energy relative to the best compared isomer or geometry (same formula, charge and spin) = 7.3 kcal/mol
HOMO level (alpha / beta) = -0.370 / -0.371 Eh
Max |F| = 0.55 eV Å⁻¹
HOMO-LUMO gap (alpha / beta) = 5.6 / 5.7 eV

Positions of all 116 atoms, in Å:
Co 0.34654 -0.14550 0.33195
C 1.75878 -1.71807 -6.91628
C 1.52874 -0.46357 -6.07143
C 0.41376 0.36692 -6.72262
C 2.82869 0.35117 -6.06096
C 1.12100 -0.79929 -4.63214
C 0.99245 0.19012 -3.71116
C 0.63117 -0.13151 -2.37367
N 0.42289 0.71624 -1.34045
C 0.26693 2.04345 -1.27571
C 0.12457 2.96569 -2.36009
C -0.01349 4.28340 -2.09430
C 0.01306 4.70474 -0.71833
C 0.10938 3.90015 0.37526
C 0.19083 2.49239 0.10519
O 0.22861 1.60735 1.02406
C 0.10909 4.53995 1.77398
C -1.24147 5.23272 2.00306
C 0.33441 3.54964 2.92233
C 1.23930 5.58053 1.83887
C -0.20622 5.34130 -3.17546
C -1.54091 6.06357 -2.94254
C 0.94420 6.35548 -3.09747
C -0.21935 4.73047 -4.57500
C 0.48760 -1.50661 -1.95756
O 0.32115 -1.75608 -0.70237
C 0.51056 -2.53517 -2.95251
C 0.83090 -2.14001 -4.22257
C 0.15907 -3.98460 -2.60977
C 1.07244 -4.53737 -1.50518
C 0.29170 -4.90146 -3.82646
C -1.30169 -4.03092 -2.13488
H 2.10156 -1.42558 -7.90961
H 0.84334 -2.29849 -7.04784
H 2.52139 -2.36796 -6.48089
H 0.66844 0.59461 -7.75979
H 0.26584 1.31352 -6.19747
H -0.53430 -0.17464 -6.71569
H 3.13769 0.57196 -7.08444
H 3.63414 -0.20228 -5.57398
H 2.71069 1.30377 -5.54183
H 1.21696 1.20742 -3.98307
H 0.05949 2.60560 -3.36976
H -0.07318 5.76969 -0.53684
H -2.06012 4.51075 1.96464
H -1.43642 6.00449 1.25638
H -1.25400 5.70796 2.98599
H -0.46008 2.80824 2.99366
H 0.36311 4.11448 3.85604
H 1.28204 3.01736 2.81834
H 1.09319 6.40058 1.13444
H 2.20594 5.11933 1.62357
H 1.28438 6.01278 2.83999
H -1.57171 6.56100 -1.97155
H -2.37756 5.36362 -2.98984
H -1.69010 6.82630 -3.70876
H 0.98982 6.85187 -2.12667
H 0.80861 7.12877 -3.85587
H 1.90586 5.86946 -3.27398
H -1.03905 4.01941 -4.70225
H 0.72197 4.22541 -4.80614
H -0.35573 5.52216 -5.31236
H 0.88950 -2.90647 -4.97874
H 2.12612 -4.41014 -1.76654
H 0.88663 -5.60607 -1.38191
H 0.88620 -4.04740 -0.55262
H 1.31536 -4.93176 -4.20671
H -0.37310 -4.60655 -4.64079
H 0.01801 -5.91603 -3.53405
H -1.46167 -3.36362 -1.28874
H -1.56250 -5.04395 -1.82052
H -1.97938 -3.74089 -2.94089
C 5.01631 0.38005 1.99841
C 3.59504 0.74800 1.56497
C 3.65938 1.55209 0.26268
P 2.37781 -0.63621 1.44782
C 1.93747 -1.11606 3.17681
C 3.07032 -1.08614 4.20251
C 0.77302 -0.26490 3.69041
C 3.13616 -2.11988 0.67966
C 3.69937 -1.78287 -0.70421
C 4.13237 -2.92407 1.51310
H 5.58970 1.29930 2.13500
H 5.52257 -0.20130 1.22789
H 5.06063 -0.17638 2.93044
H 3.15090 1.38828 2.33757
H 4.06687 0.95157 -0.55232
H 4.32044 2.41112 0.39767
H 2.68840 1.92405 -0.04595
H 1.59231 -2.15126 3.06850
H 3.43462 -0.06820 4.35269
H 3.91417 -1.71759 3.93382
H 2.68985 -1.43668 5.16389
H 1.07625 0.77592 3.82973
H 0.43452 -0.64567 4.65597
H -0.07833 -0.26272 3.00908
H 2.25100 -2.74269 0.52346
H 4.64692 -1.24808 -0.62694
H 3.01659 -1.17215 -1.29811
H 3.89000 -2.70308 -1.25930
H 5.03346 -2.35872 1.74729
H 4.43745 -3.80475 0.94284
H 3.69617 -3.28002 2.44614
C -3.81902 -0.15149 1.91724
Sb -2.19942 -0.88989 0.76175
C -3.19613 -0.97168 -1.11621
C -2.30795 -2.93141 1.35139
H -4.69766 -0.73893 1.65406
H -3.99517 0.89740 1.68725
H -3.61105 -0.25693 2.98020
H -3.97548 -1.73128 -1.07062
H -2.49811 -1.21334 -1.91692
H -3.64683 0.00000 -1.31462
H -3.06494 -3.43886 0.75491
H -2.58475 -2.98346 2.40386
H -1.34454 -3.41467 1.20225

Results of the Löwdin charge analysis, in e, for atoms 1 through 5: number 1, Co, carries 0.2846; number 2, C, carries -0.0605; number 3, C, carries -0.5538; number 4, C, carries -0.0369; number 5, C, carries -0.0428

***

# 2
Here is 7 unconnected molecules or ions with the total composition C40H70F9N2O26S8 from the OMol25 dataset. Energies are from ωB97M-V/def2-TZVPD.

Summary:
E_tot = -7716.04200 Eh
Total charge = -1
HOMO level = -0.159 Eh
Max |F| = 2.83 eV Å⁻¹
HOMO-LUMO gap = 5.9 eV

Positions of all 155 atoms, in Å:
C -5.69175 2.72642 -0.54664
C -5.45501 3.32770 0.90655
C -5.21420 2.10085 1.86265
C -4.73591 2.46898 3.31708
C -4.01421 3.85294 3.44526
C -2.59841 3.91105 2.75322
C -1.49913 3.08534 3.54814
C -0.30541 2.67375 2.60859
N 0.20932 1.30105 2.81503
C -0.83108 0.27351 2.69052
C -1.77860 0.49309 1.43892
C -2.61689 -0.76388 1.03458
C -1.92218 -1.60187 -0.13423
C -1.81731 -3.09311 0.34112
C -0.86836 -3.99624 -0.52997
C 0.33491 -3.23952 -1.17691
C 1.49867 -4.24814 -1.51741
C 1.35907 1.04263 2.03199
S 1.50493 -0.00217 0.77043
S 2.82092 2.04666 2.46445
C 4.22557 1.51668 1.42887
C 4.28333 2.22566 0.02424
C 4.18719 1.25117 -1.19816
N 2.83854 1.14338 -1.79337
C 2.32609 2.43390 -2.31992
C 1.87334 2.22142 -3.81194
C 1.73903 3.58012 -4.58998
C 0.26077 4.06465 -4.75452
F -0.32852 4.38238 -3.57310
F 0.35991 5.27630 -5.45914
C -0.61984 3.10759 -5.66565
F -1.24950 3.90141 -6.60790
F 0.22754 2.29589 -6.37092
C -1.77218 2.33663 -4.91586
F -1.42282 1.82935 -3.72564
F -2.84068 3.18834 -4.85063
C -2.28514 1.10186 -5.78164
F -2.69755 1.45037 -7.00789
F -1.37056 0.09429 -5.81357
F -3.35017 0.57360 -5.09575
C 1.15622 2.89066 -1.37284
O 0.14139 2.17850 -1.27748
O 1.28464 3.96727 -0.68176
H -6.59816 2.08254 -0.58092
H -4.79502 2.12990 -0.84172
H -5.74521 3.59256 -1.25323
H -4.58432 4.00763 0.80849
H -6.40760 3.82767 1.19418
H -4.52439 1.40139 1.33307
H -6.19789 1.56521 1.93235
H -5.57746 2.43258 4.05221
H -3.99993 1.69013 3.64810
H -4.62274 4.71282 3.06890
H -3.86273 4.05077 4.54054
H -2.70683 3.57211 1.69858
H -2.26013 4.97607 2.79491
H -1.10737 3.80664 4.31403
H -1.95508 2.25122 4.12371
H 0.53604 3.37501 2.84232
H -0.59540 2.90436 1.55320
H -1.51778 0.24728 3.57944
H -0.42324 -0.76568 2.62138
H -1.16816 0.83479 0.56787
H -2.45561 1.35270 1.69002
H -2.84697 -1.42854 1.90794
H -3.58954 -0.38945 0.63534
H -2.54962 -1.52615 -1.05762
H -0.94387 -1.10625 -0.31129
H -2.84567 -3.52842 0.24684
H -1.52716 -3.11261 1.41866
H -0.42378 -4.75798 0.16688
H -1.43273 -4.57265 -1.30410
H 0.04446 -2.77014 -2.15148
H 0.77025 -2.44421 -0.53393
H 1.68080 -4.99548 -0.71183
H 1.31815 -4.73614 -2.51119
H 2.43941 -3.65477 -1.63141
H 5.14868 1.80778 1.99542
H 4.26843 0.39979 1.37289
H 5.27803 2.74271 -0.05982
H 3.52093 3.04172 0.03626
H 4.94069 1.46721 -2.01180
H 4.44523 0.22991 -0.82933
H 2.94802 0.49058 -2.57058
H 3.17465 3.16123 -2.29448
H 0.99424 1.54529 -3.90131
H 2.73243 1.67115 -4.29056
H 2.27649 4.35577 -3.99678
H 2.23988 3.54669 -5.58734
C 3.10381 5.79327 6.19015
C 3.38761 6.24632 4.77170
O 4.78345 5.99660 4.58110
S 5.20971 4.69816 5.43757
O 5.20382 3.57351 4.57435
O 6.32912 5.04221 6.24700
O 3.89753 4.62004 6.37227
H 3.42881 6.54164 6.91844
H 2.05119 5.56727 6.34909
H 3.16122 7.29938 4.61762
H 2.83387 5.64575 4.04518
C -7.13659 -4.84616 -1.02508
C -5.68412 -5.03729 -1.41336
O -5.17896 -3.71769 -1.60032
S -5.92710 -2.71052 -0.59294
O -5.09796 -2.51962 0.54253
O -6.44618 -1.62485 -1.35000
O -7.14805 -3.68892 -0.18115
H -7.75617 -4.63468 -1.90051
H -7.53982 -5.70847 -0.49685
H -5.57085 -5.62070 -2.31935
H -5.11756 -5.50762 -0.60447
C 5.05887 -6.87290 -1.10332
C 5.46140 -7.88421 -0.04665
O 4.58791 -7.62985 1.05445
S 3.16185 -7.11658 0.49235
O 2.27246 -8.22550 0.44632
O 2.83717 -5.90126 1.14639
O 3.63586 -6.78791 -1.01348
H 5.47349 -5.88554 -0.88715
H 5.35889 -7.17931 -2.10396
H 6.50123 -7.77862 0.25616
H 5.28500 -8.90758 -0.38982
C -2.99983 -2.78174 -6.15178
C -4.37861 -2.27349 -5.78235
O -5.22575 -3.42811 -5.86044
S -4.37803 -4.73459 -5.44881
O -4.63409 -5.01941 -4.07856
O -4.52327 -5.70814 -6.47386
O -2.91053 -4.08014 -5.55427
H -2.89521 -2.89632 -7.23369
H -2.20811 -2.13482 -5.77829
H -4.72903 -1.49313 -6.45421
H -4.40273 -1.90450 -4.75404
C 3.14209 2.08835 10.14933
C 1.95765 1.15243 10.29743
O 1.07173 1.51284 9.23753
S 1.93904 2.01617 7.96836
O 2.08139 0.93347 7.06558
O 1.45013 3.29048 7.57258
O 3.34275 2.21683 8.74249
H 2.91687 3.07864 10.55406
H 4.03936 1.69821 10.62667
H 1.46383 1.25513 11.26180
H 2.25546 0.11075 10.15090
C 6.03351 -2.37284 -4.80082
C 4.56798 -2.58723 -5.12657
O 4.00213 -3.12485 -3.93055
S 4.77598 -2.50982 -2.65275
O 4.02170 -1.41625 -2.15189
O 5.21241 -3.58584 -1.83206
O 6.05181 -1.91602 -3.44834
H 6.59179 -3.31146 -4.85191
H 6.49949 -1.63887 -5.45598
H 4.42261 -3.27083 -5.96070
H 4.06722 -1.63945 -5.34218

Results of the Löwdin charge analysis, in e, for atoms 1 through 5: number 1, C, carries -0.1186; number 2, C, carries -0.2544; number 3, C, carries -0.2053; number 4, C, carries -0.1964; number 5, C, carries -0.2276

***

# 3
Here is 11 unconnected molecules or ions with the total composition C40H70O23S2 from the OMol25 dataset. Energies are from ωB97M-V/def2-TZVPD.

Summary:
SMILES string = C[C@H]1COC(=O)O1.C[C@H]1COC(=O)O1.C[C@H]1COC(=O)O1.C[C@H]1COC(=O)O1.C[C@H]1COC(=O)O1.O=S1(=O)CCCC1.O=S1(=O)CCCC1.CC(C)=O.CC(C)=O.CC(C)=O.CC(C)=O
E_tot = -4093.11402 Eh
HOMO level = -0.337 Eh
Max |F| = 2.36 eV Å⁻¹
HOMO-LUMO gap = 9.2 eV

Positions of all 135 atoms, in Å:
C -0.27033 1.88484 -0.24938
C -0.53919 0.42019 0.04387
C -1.68142 -0.19152 -0.76413
O -1.01599 -1.14287 -1.58093
C 0.26411 -1.30462 -1.16545
O 0.95298 -2.20268 -1.54774
O 0.56164 -0.42894 -0.21251
H 0.56675 2.28875 0.32192
H -1.11245 2.48102 0.11601
H -0.13864 2.03956 -1.32160
H -0.78689 0.43927 1.10938
H -2.17459 0.61346 -1.30617
H -2.38706 -0.67286 -0.08466
C -1.39782 -5.37664 -4.20003
C -0.35752 -4.42538 -3.61257
C 1.03477 -5.05934 -3.29847
O 1.95050 -4.10967 -3.85742
C 1.30915 -3.24724 -4.65365
O 1.79696 -2.42579 -5.36558
O -0.01238 -3.46770 -4.58515
H -1.14664 -5.76530 -5.18673
H -2.25486 -4.70770 -4.31925
H -1.59413 -6.25083 -3.58274
H -0.68682 -3.98246 -2.67144
H 1.19301 -6.00357 -3.81828
H 1.18746 -5.12420 -2.22621
C -3.15175 -3.26717 5.17123
C -3.03110 -2.09385 4.19069
C -2.31592 -0.89505 4.82414
O -1.27662 -0.62796 3.89451
C -1.06321 -1.67532 3.10947
O -0.12871 -1.79042 2.37539
O -2.10475 -2.50255 3.15869
H -3.87966 -2.99019 5.93654
H -2.19829 -3.46945 5.65688
H -3.48244 -4.16423 4.65251
H -3.96999 -1.88867 3.68506
H -1.91979 -1.12025 5.81560
H -2.94983 -0.01806 4.94020
C 0.53386 -4.89318 0.66582
C 2.00587 -4.55182 0.47331
C 2.47608 -3.39103 1.38476
O 3.54457 -4.02678 2.09414
C 3.74738 -5.29436 1.73346
O 4.63674 -5.95479 2.14918
O 2.79006 -5.67651 0.85451
H 0.32006 -5.86270 0.21025
H -0.08817 -4.13096 0.19434
H 0.25052 -4.97321 1.71468
H 2.27656 -4.24917 -0.53771
H 1.73978 -3.08823 2.12711
H 2.83273 -2.52659 0.82894
C -5.68470 -3.42034 -4.04399
C -5.13829 -2.49950 -2.97554
C -3.75547 -1.99162 -3.31998
O -3.78515 -0.62398 -2.89146
C -5.08560 -0.23553 -2.73772
O -5.42417 0.85704 -2.44379
O -5.89529 -1.28872 -2.93283
H -5.06796 -4.32616 -4.08281
H -5.64827 -3.02689 -5.05691
H -6.67516 -3.77675 -3.76001
H -5.16666 -2.98761 -2.00124
H -3.44535 -1.98705 -4.36776
H -2.95498 -2.50124 -2.77955
C 4.35108 -1.04034 -1.12038
C 4.81363 -2.32681 -1.76566
O 5.10585 -3.28619 -1.09283
C 4.78982 -2.34318 -3.28524
H 4.38070 -1.15010 -0.03838
H 3.31394 -0.85754 -1.41680
H 4.93885 -0.19103 -1.46824
H 5.27407 -3.25807 -3.61895
H 5.32626 -1.47593 -3.67199
H 3.75278 -2.27996 -3.60870
C 1.02849 1.09243 -3.94511
C -0.45419 0.93163 -4.09443
O -1.20761 1.73958 -3.58995
C -0.95866 -0.16311 -4.99827
H 1.50905 0.87781 -4.90770
H 1.41750 0.34924 -3.24568
H 1.35453 2.11477 -3.76641
H -2.04235 -0.04042 -4.99335
H -0.69237 -1.17551 -4.70220
H -0.54374 0.04841 -5.98466
C -3.99243 4.87634 -0.65672
C -3.24995 5.99571 0.00922
O -3.82455 6.98044 0.40172
C -1.75209 5.83233 0.12552
H -3.98602 5.14571 -1.72286
H -5.01710 4.73538 -0.32779
H -3.46887 3.92115 -0.72065
H -1.30314 6.07015 -0.84020
H -1.52321 4.78799 0.34674
H -1.34981 6.43276 0.93755
C -3.32677 2.56453 2.46459
C -3.91307 1.36665 1.77005
O -3.54929 0.24364 2.06066
C -4.94370 1.59990 0.71515
H -4.11359 3.24922 2.78638
H -2.78420 3.16357 1.72355
H -2.62100 2.24423 3.22517
H -5.91857 1.70245 1.19769
H -5.00930 0.73249 0.06076
H -4.69518 2.46735 0.10899
C 3.08841 7.63503 1.52224
C 1.83227 6.74451 1.54369
C 2.20388 5.42117 2.23658
S 3.90003 5.60963 2.89738
O 4.81415 5.16713 1.86907
O 3.93872 5.19668 4.28576
C 3.78957 7.40566 2.84891
H 2.83383 8.68205 1.35169
H 3.66268 7.34043 0.64219
H 1.31564 6.65882 0.58980
H 1.08734 7.21921 2.19098
H 2.11527 4.47620 1.71047
H 1.63906 5.30919 3.16274
H 4.80362 7.79008 2.95276
H 3.19818 7.71124 3.71025
C 3.96411 -0.69202 3.30754
C 4.59133 0.40419 4.19361
C 4.53454 1.65480 3.33782
S 2.92362 1.61342 2.48701
O 3.06247 1.80472 1.04765
O 2.00464 2.50480 3.16673
C 2.59305 -0.15935 2.85407
H 3.76634 -1.64028 3.80549
H 4.59338 -0.89414 2.43986
H 5.60777 0.08059 4.42346
H 4.11532 0.43907 5.17416
H 5.25605 1.54529 2.52539
H 4.61367 2.67439 3.71083
H 1.98601 -0.57238 2.05320
H 1.92165 -0.15471 3.71683

Results of the Löwdin charge analysis, in e, for atoms 1 through 5: number 1, C, carries 0.0104; number 2, C, carries -0.3020; number 3, C, carries -0.0848; number 4, O, carries 0.0615; number 5, C, carries -0.5509